A structure of composition C42H50BrN7O5PSTi. Source: OMol25; level of theory: ωB97M-V with the def2-TZVPD basis set.

Last column: Mulliken charge in e.
Geometry (Å):
Ti1 -0.25 0.01 -0.17  -0.88
C1 -6.45 -3.93 3.23  -1.64
C2 -5.45 -3.44 2.22  0.56
C3 -4.54 -2.42 2.56  -0.56
C4 -3.64 -1.94 1.63  0.17
C5 -3.64 -2.49 0.35  -0.43
C6 -4.52 -3.50 -0.01  -0.57
C7 -5.42 -3.96 0.93  -0.92
S1 -2.55 -1.86 -0.86  1.62
O1 -2.50 -2.74 -1.98  -0.70
O2 -2.78 -0.45 -1.12  -0.81
N1 -1.06 -1.75 -0.14  1.24
C8 -0.42 -2.89 0.38  0.03
C9 -0.83 -4.20 0.31  -0.50
C10 -0.05 -5.21 0.89  -1.15
C11 1.12 -4.93 1.53  -0.99
C12 1.58 -3.59 1.62  0.82
C13 2.77 -3.20 2.25  -1.02
C14 3.12 -1.87 2.27  -1.39
C15 2.28 -0.94 1.65  -0.49
N2 1.16 -1.27 1.03  1.50
C16 0.79 -2.58 1.03  0.19
H1 -6.11 -3.76 4.25  0.40
H2 -6.64 -5.00 3.10  0.42
H3 -7.39 -3.41 3.10  0.32
H4 -4.56 -2.02 3.56  0.45
H5 -2.95 -1.15 1.89  -0.37
H6 -4.50 -3.91 -1.01  0.67
H7 -6.11 -4.75 0.66  0.48
H8 -1.74 -4.47 -0.21  0.58
H9 -0.39 -6.24 0.82  0.53
H10 1.72 -5.72 1.98  0.56
H11 3.40 -3.95 2.72  0.58
H12 4.02 -1.53 2.76  0.60
H13 2.55 0.11 1.66  0.55
Br1 2.48 -6.35 -3.19  -0.09
C17 2.18 -4.56 -2.70  -0.16
C18 3.16 -3.87 -2.00  -0.87
C19 2.92 -2.56 -1.62  -0.55
C20 1.71 -1.95 -1.93  0.26
C21 0.73 -2.65 -2.63  0.01
C22 0.97 -3.95 -3.02  -0.84
N3 1.47 -0.62 -1.44  0.72
C23 2.42 0.23 -1.54  -1.15
C24 2.36 1.46 -0.75  0.89
C25 3.35 2.42 -0.84  -0.93
C26 3.27 3.53 -0.01  -0.89
C27 2.22 3.63 0.88  -1.26
C28 1.26 2.62 0.91  -0.36
N4 1.31 1.55 0.11  1.71
H14 4.09 -4.35 -1.76  0.50
H15 3.66 -2.03 -1.04  0.55
H16 -0.22 -2.20 -2.86  0.07
H17 0.22 -4.50 -3.57  0.55
H18 3.30 0.02 -2.13  0.66
H19 4.16 2.29 -1.53  0.61
H20 4.03 4.30 -0.05  0.51
H21 2.13 4.47 1.56  0.59
H22 0.42 2.68 1.59  0.15
C29 -2.39 0.53 4.83  -1.37
C30 -0.89 0.52 4.50  1.46
C31 -0.20 -0.70 5.14  -1.66
C32 -0.21 1.83 4.94  -1.48
C33 -0.74 0.41 3.05  0.22
N5 -0.64 0.31 1.91  0.35
H23 -2.51 0.65 5.90  0.49
H24 -2.87 -0.40 4.53  0.28
H25 -2.90 1.36 4.33  0.17
H26 -0.31 -0.63 6.22  0.48
H27 0.86 -0.72 4.90  0.33
H28 -0.66 -1.63 4.81  0.34
H29 -0.33 1.94 6.01  0.46
H30 -0.67 2.69 4.45  0.16
H31 0.86 1.81 4.71  0.37
C34 -5.91 1.19 1.43  -1.50
C35 -4.94 1.00 0.29  0.35
O3 -3.67 1.60 0.69  0.19
P1 -2.22 1.92 0.20  0.81
O4 -2.31 2.89 -1.05  -0.42
C36 -3.31 2.80 -2.11  0.09
C37 -4.42 3.80 -1.90  -1.43
O5 -1.73 2.91 1.35  -0.24
C38 -2.47 4.15 1.65  -0.13
C39 -3.22 4.01 2.95  -0.94
H32 -6.86 0.75 1.16  0.43
H33 -6.07 2.25 1.64  0.39
H34 -5.54 0.70 2.33  0.27
H35 -5.28 1.50 -0.61  0.44
H36 -4.77 -0.05 0.07  -0.10
H37 -3.68 1.77 -2.16  0.14
H38 -2.77 3.01 -3.03  0.39
H39 -4.98 3.60 -0.98  0.23
H40 -5.12 3.77 -2.74  0.43
H41 -4.01 4.81 -1.85  0.37
H42 -3.14 4.36 0.82  0.09
H43 -1.72 4.93 1.69  0.48
H44 -3.94 3.20 2.90  0.05
H45 -3.76 4.94 3.14  0.52
H46 -2.54 3.85 3.78  0.20
N6 -0.83 1.05 -4.31  0.02
C40 -0.20 2.22 -3.94  -1.15
C41 -0.05 2.13 -2.59  -0.79
N7 -0.57 0.93 -2.15  1.91
C42 -1.04 0.31 -3.22  -0.95
H47 -1.11 0.80 -5.25  0.29
H48 0.06 2.99 -4.64  0.45
H49 0.35 2.88 -1.93  0.50
H50 -1.56 -0.63 -3.24  0.43

The HOMO energy is -15.392 eV. The calculation puts the total energy at -6552.33936 a.u. As for the charge: +3. The HOMO-LUMO gap comes out at 6.3613 eV.

=====

A structure of composition C42H50N6O4ScSe3. Source: OMol25; level of theory: ωB97M-V with the def2-TZVPD basis set.

Last column: Mulliken charge in e.
Geometry (Å):
Sc1 1.25 0.80 -0.06  -0.97
C1 2.93 -1.14 3.34  -1.43
O1 2.85 -1.04 1.92  0.81
C2 2.94 -2.20 1.19  0.11
C3 3.07 -3.46 1.77  -0.76
C4 3.14 -4.59 0.97  -0.84
C5 3.07 -4.47 -0.41  -0.96
C6 2.94 -3.22 -0.98  -0.56
C7 2.88 -2.07 -0.20  0.51
N1 2.73 -0.75 -0.76  1.46
N2 3.15 -0.72 -1.96  -0.80
C8 3.25 0.39 -2.74  0.42
C9 3.03 1.71 -2.29  0.23
O2 2.44 1.96 -1.16  0.78
C10 3.53 2.81 -3.06  -1.22
C11 4.09 2.59 -4.27  -0.95
C12 4.23 1.27 -4.81  0.70
C13 4.79 1.08 -6.09  -0.99
C14 4.94 -0.18 -6.61  -0.55
C15 4.52 -1.28 -5.85  -0.82
C16 3.97 -1.12 -4.60  -0.19
C17 3.82 0.17 -4.05  0.70
H1 3.88 -1.58 3.65  0.39
H2 2.10 -1.73 3.73  0.40
H3 2.85 -0.12 3.71  0.38
H4 3.12 -3.57 2.84  0.48
H5 3.25 -5.56 1.43  0.46
H6 3.12 -5.34 -1.04  0.41
H7 2.88 -3.11 -2.06  0.39
H8 3.39 3.80 -2.66  0.54
H9 4.45 3.42 -4.86  0.40
H10 5.11 1.95 -6.66  0.41
H11 5.37 -0.33 -7.59  0.41
H12 4.63 -2.28 -6.25  0.42
H13 3.65 -1.98 -4.03  0.40
C18 4.87 1.07 1.36  -0.80
Se1 3.21 1.90 1.95  0.00
C19 3.70 3.65 1.21  -0.45
C20 2.60 4.68 1.40  -1.03
Se2 0.90 4.08 0.66  0.29
C21 -0.22 4.42 2.21  -0.87
H14 4.90 1.06 0.28  0.11
H15 4.89 0.05 1.74  0.10
H16 5.70 1.63 1.76  0.54
H17 3.93 3.50 0.16  0.12
H18 4.60 3.96 1.74  0.54
H19 2.89 5.61 0.91  0.48
H20 2.44 4.90 2.46  0.46
H21 -0.24 5.48 2.44  0.41
H22 0.13 3.85 3.07  0.34
H23 -1.22 4.09 1.94  0.11
O3 0.24 0.21 -1.75  0.06
N3 -0.85 0.77 -2.14  -1.35
N4 -1.32 1.54 -1.25  1.74
O4 -0.73 1.67 -0.09  0.04
C22 -2.50 2.31 -1.53  0.22
C23 -2.90 2.51 -2.84  -0.67
C24 -4.05 3.24 -3.07  -0.61
C25 -4.78 3.77 -2.02  -0.58
C26 -4.35 3.58 -0.71  -1.05
C27 -3.20 2.84 -0.46  0.19
H24 -2.32 2.10 -3.65  0.54
H25 -4.38 3.41 -4.09  0.43
H26 -5.67 4.35 -2.21  0.45
H27 -4.91 4.00 0.11  0.46
H28 -2.84 2.69 0.55  0.41
C28 -3.80 -1.98 5.67  -1.44
C29 -3.85 -1.00 4.50  0.04
C30 -2.51 -0.30 4.29  -0.53
C31 -2.49 0.62 3.08  -1.47
N5 -2.74 -0.08 1.82  1.80
C32 -1.82 -0.75 1.10  -0.96
Se3 -0.04 -1.00 1.60  -0.42
N6 -2.41 -1.23 -0.02  1.46
C33 -1.80 -2.07 -1.04  -0.81
C34 -2.24 -3.53 -0.91  -0.96
C35 -1.69 -4.22 0.34  0.03
C36 -0.21 -4.54 0.24  -0.90
C37 -3.74 -0.83 -0.03  0.37
C38 -4.75 -1.02 -0.96  -1.05
C39 -5.98 -0.47 -0.67  -0.92
C40 -6.21 0.23 0.52  -0.88
C41 -5.20 0.41 1.46  -0.66
C42 -3.96 -0.12 1.15  0.40
H29 -4.77 -2.46 5.83  0.41
H30 -3.53 -1.47 6.60  0.36
H31 -3.06 -2.76 5.50  0.30
H32 -4.63 -0.25 4.68  0.23
H33 -4.14 -1.54 3.59  0.14
H34 -1.71 -1.04 4.19  0.13
H35 -2.27 0.30 5.17  0.56
H36 -1.52 1.11 2.97  0.08
H37 -3.25 1.39 3.16  0.73
H38 -0.72 -1.96 -0.94  -0.22
H39 -2.08 -1.65 -2.01  0.48
H40 -1.89 -4.05 -1.80  0.54
H41 -3.33 -3.58 -0.92  0.41
H42 -2.26 -5.14 0.50  0.46
H43 -1.88 -3.59 1.22  -0.08
H44 -0.01 -5.22 -0.59  0.41
H45 0.16 -5.02 1.15  0.42
H46 0.40 -3.64 0.10  -0.21
H47 -4.58 -1.56 -1.88  0.57
H48 -6.80 -0.59 -1.37  0.46
H49 -7.19 0.63 0.72  0.46
H50 -5.39 0.95 2.38  0.44

The HOMO energy is -9.840 eV. The calculation puts the total energy at -10224.87234 a.u. As for the charge: +1. The HOMO-LUMO gap comes out at 6.8609 eV.